(1)
Computed, not measured: a molecular structure, C13H9BrMoN2OSe at a distorted geometry, with ωB97M-V/def2-TZVPD.

XYZ file:
```
28
Properties=species:S:1:pos:R:3
Mo 0.09 0.10 -0.11
O 0.76 -4.51 -3.15
C 0.22 -3.55 -2.42
C -1.16 -3.51 -2.10
C -1.67 -2.49 -1.34
N -0.82 -1.54 -0.91
C 0.46 -1.57 -1.24
Br 2.28 1.06 -0.28
C 1.08 -2.54 -1.97
H 0.13 -5.18 -3.44
H -1.83 -4.30 -2.44
H -2.71 -2.42 -1.06
H 2.13 -2.55 -2.21
Se 0.33 -0.12 4.57
C 0.06 -0.02 2.93
N -0.13 0.06 1.72
C -0.97 1.50 -0.83
C -1.63 2.58 -1.25
C -0.86 3.73 -1.67
C -1.50 4.85 -2.11
C -2.91 4.86 -2.13
C -3.69 3.76 -1.72
C -3.07 2.63 -1.29
H 0.22 3.68 -1.63
H -0.95 5.72 -2.43
H -3.42 5.75 -2.48
H -4.77 3.82 -1.76
H -3.63 1.76 -0.97
```

Its HOMO energy is -0.56599 Eh. The calculation puts the gap between HOMO and LUMO at 0.2061 Eh. As for the total charge: +2. Its lowest unoccupied orbital energy is -9.793 eV. The calculation puts the relative energy (zero: lowest compared OMol25 entry of this formula, charge and spin) at 0.0 kJ/mol. The calculation puts the molar mass at 464.03 u. The calculation puts the calculated total energy at -5728.48660 hartree.

These are the Löwdin partial charges, in e, on atoms 1 to 8: number 1, Mo, carries 1.211; number 2, O, carries 0.157; number 3, C, carries -0.263; number 4, C, carries 0.066; number 5, C, carries -0.048; number 6, N, carries -0.124; number 7, C, carries -0.305; number 8, Br, carries 0.188

---

(2)
Computed, not measured: 2 unconnected molecules or ions with the total composition C13H9F7NO5 at a distorted geometry, with ωB97M-V/def2-TZVPD.

XYZ file:
```
35
Properties=species:S:1:pos:R:3
O -4.50 -0.71 0.23
C -3.27 -0.87 0.30
O -2.67 -1.16 1.40
C -2.41 -0.68 -1.02
N -1.62 0.58 -0.98
C -0.59 0.56 0.02
O -0.07 -0.48 0.30
C -0.10 1.81 0.83
F 0.04 1.51 2.15
F 1.20 2.07 0.38
C -0.91 3.15 0.60
F -0.46 3.71 -0.57
F -0.46 4.01 1.61
C -2.47 3.06 0.77
F -2.85 1.96 1.49
F -2.86 4.14 1.54
C -3.37 3.10 -0.52
O -4.54 2.99 -0.34
O -2.95 3.26 -1.82
H -3.16 -0.56 -1.85
H -1.80 -1.59 -1.27
H -1.25 0.84 -1.89
H -2.14 2.76 -2.00
F 1.65 -3.74 -1.54
C 2.62 -3.27 -0.74
C 2.38 -3.12 0.61
C 3.39 -2.64 1.43
C 4.62 -2.29 0.89
C 4.85 -2.44 -0.47
C 3.85 -2.93 -1.30
H 1.41 -3.39 1.01
H 3.21 -2.52 2.49
H 5.40 -1.90 1.53
H 5.81 -2.16 -0.90
H 4.01 -3.06 -2.36
```

Its HOMO energy is -0.15944 Eh. The calculation puts the gap between HOMO and LUMO at 0.2556 Eh. As for the total charge: -1. Its lowest unoccupied orbital energy is 2.617 eV. The calculation puts the molar mass at 392.20 u. The calculation puts the calculated total energy at -1630.83910 hartree.

These are the Löwdin partial charges, in e, on atoms 1 to 8: number 1, O, carries -0.063; number 2, C, carries -0.704; number 3, O, carries -0.107; number 4, C, carries -0.111; number 5, N, carries 0.039; number 6, C, carries -0.327; number 7, O, carries 0.154; number 8, C, carries -0.302

---

(3)
Computed, not measured: a molecular structure, C14H10BF4MnN2O2 at a distorted geometry, with ωB97M-V/def2-TZVPD.

XYZ file:
```
34
Properties=species:S:1:pos:R:3
Mn -0.63 -0.09 0.59
O -0.70 -1.89 -0.06
C 0.26 -2.65 -0.51
C 0.12 -4.05 -0.47
C 1.10 -4.89 -0.94
C 2.26 -4.38 -1.51
C 2.42 -3.01 -1.59
C 1.46 -2.12 -1.09
C 1.69 -0.70 -1.23
N 1.08 0.19 -0.53
N 1.34 1.50 -0.80
C 0.34 2.26 -0.43
O -0.80 1.80 -0.01
C 0.51 3.72 -0.55
C 1.78 4.29 -0.62
C 1.93 5.66 -0.70
C 0.81 6.48 -0.72
C -0.46 5.92 -0.65
C -0.61 4.55 -0.55
H -0.79 -4.43 -0.02
H 0.96 -5.97 -0.86
H 3.03 -5.04 -1.89
H 3.32 -2.61 -2.04
H 2.39 -0.36 -1.98
H 2.64 3.63 -0.60
H 2.92 6.10 -0.73
H 0.92 7.56 -0.79
H -1.33 6.56 -0.65
H -1.59 4.10 -0.48
F -1.13 0.78 4.54
B -0.13 -0.07 4.09
F -0.26 -1.35 4.58
F 1.14 0.45 4.27
F -0.33 -0.18 2.59
```

Its HOMO energy (spin up / spin down) is -0.19229 / -0.18891 Eh. The calculation puts the gap between HOMO and LUMO (spin up / spin down) at 0.2927 / 0.2885 Eh. As for the total charge: -1. Its lowest unoccupied orbital energy (spin up / spin down) is 2.731 / 2.711 eV. The calculation puts the relative energy (zero: lowest compared OMol25 entry of this formula, charge and spin) at 0.0 kJ/mol. The calculation puts the molar mass at 379.99 u. Its multiplicity is 2. The calculation puts the calculated total energy at -2375.10790 hartree.

These are the Löwdin partial charges, in e, on atoms 1 to 8: number 1, Mn, carries 0.909; number 2, O, carries -0.166; number 3, C, carries -0.341; number 4, C, carries -0.023; number 5, C, carries -0.105; number 6, C, carries -0.124; number 7, C, carries -0.068; number 8, C, carries -0.144

---

(4)
Computed, not measured: a molecular structure, C14H10BiClF9O at a distorted geometry, with ωB97M-V/def2-TZVPD.

XYZ file:
```
36
Properties=species:S:1:pos:R:3
C -0.13 0.48 1.69
C 0.32 1.84 1.45
C 1.74 1.86 1.58
H -0.31 2.73 1.38
C 2.18 0.54 1.82
C 1.04 -0.31 1.90
H 1.05 -1.37 2.08
H -1.17 0.15 1.73
H 2.37 2.76 1.55
H 3.20 0.22 2.01
Bi -0.04 0.99 -1.08
Cl -2.44 1.51 -1.00
C 0.44 2.41 -2.98
C 1.86 2.30 -2.69
C 2.15 3.18 -1.62
H 2.59 1.74 -3.28
C 0.96 3.81 -1.19
C -0.12 3.33 -1.98
H -1.14 3.71 -1.97
H -0.07 2.05 -3.87
H 3.15 3.42 -1.25
H 0.89 4.62 -0.46
F -1.09 -2.93 2.86
C -2.00 -2.99 1.85
F -2.75 -4.12 2.02
F -2.83 -1.92 2.00
C -1.28 -2.91 0.40
O -0.88 -1.72 0.11
C -0.10 -3.99 0.39
F -0.44 -5.12 1.07
F 0.23 -4.35 -0.88
F 1.03 -3.50 0.96
C -2.44 -3.53 -0.67
F -2.58 -4.89 -0.60
F -3.65 -2.98 -0.42
F -2.09 -3.19 -1.93
```

Its HOMO energy is -0.17404 Eh. The calculation puts the gap between HOMO and LUMO at 0.2437 Eh. As for the total charge: -1. Its lowest unoccupied orbital energy is 1.895 eV. The calculation puts the relative energy (zero: lowest compared OMol25 entry of this formula, charge and spin) at 0.0 kJ/mol. The calculation puts the molar mass at 609.65 u. The calculation puts the calculated total energy at -2188.36204 hartree.

These are the Löwdin partial charges, in e, on atoms 1 to 8: number 1, C, carries -0.267; number 2, C, carries -0.320; number 3, C, carries -0.201; number 4, H, carries 0.081; number 5, C, carries -0.144; number 6, C, carries -0.149; number 7, H, carries 0.074; number 8, H, carries 0.078